(1)
34
Properties=species:S:1:pos:R:3:forces:R:3:nbo_charge:R:1 method="wB97M-V/def2-TZVPD" homo_ev="0.8 / -3.3" e_lumo_ev="3.415 / 3.373" orbital_gap_ev="2.6 / 6.7" charge=-1 spin_multiplicity=2 relative_energy_kj_mol=273.1 s2=0.759
C 1.934088 -2.181637 0.369868 0.6463 0.7495 2.6422 -0.42
C 2.896233 -2.478628 1.660270 2.0547 0.8589 -1.2420 -0.61
C 0.647600 -1.550546 0.889696 -0.5194 -1.8141 -0.3038 -0.08
C -0.370617 -2.525151 1.083052 3.2777 2.0824 -1.1722 -0.26
C 0.470470 -0.191886 1.346711 1.2030 -2.9177 -1.0838 -0.44
C -1.478894 -2.184330 1.741354 -3.4961 1.1186 2.4397 -0.46
C -0.834169 0.177386 1.649822 0.2873 0.9711 0.2949 -0.28
C -1.707540 -0.804658 1.965943 -1.1157 1.7946 -0.2622 0.24
O -2.990921 -0.254861 2.157284 1.1366 1.0349 -3.8545 -0.75
H 2.551115 -1.478164 -0.220317 -0.3531 -0.5780 -0.3561 0.17
H 1.687618 -3.147965 -0.099702 0.3433 0.5869 -0.1640 0.20
H 3.492208 -3.402201 1.468531 -0.5072 0.3039 0.1547 0.18
H -0.311938 -3.473040 0.644183 0.5567 -1.4839 -0.4736 0.18
H 1.272439 0.458372 1.207413 1.0647 1.3028 -0.1960 0.18
H -2.226110 -2.849514 2.138726 -0.2072 -0.4848 -0.2538 0.18
H -1.048934 1.259293 1.566999 -0.5169 -0.7803 0.4883 0.20
H -3.463414 -0.467734 2.882170 -1.7926 -1.6667 3.8397 0.45
H 2.425129 -2.572043 2.661147 -0.0177 0.2874 -0.8735 0.21
H 3.771661 -1.665230 1.681473 -1.9991 -1.3655 0.2867 0.17
C 1.033129 0.338888 -2.271800 -3.2702 -1.3624 -1.9856 -0.64
C -1.719658 3.564183 -1.640850 -2.2114 -2.7394 1.1627 -0.22
C -2.306904 2.196553 -1.637934 3.5645 4.2563 -0.6174 -0.21
C -0.402920 3.699569 -1.335829 -0.9191 -0.7928 -0.9245 -0.24
C -1.392800 1.223176 -1.781962 1.2610 -2.4807 -0.0101 -0.20
C 0.479094 2.612719 -1.493883 0.4474 1.5377 0.1109 -0.21
C 0.030564 1.338565 -1.796632 0.1096 2.5937 -0.4030 0.01
H -2.356088 4.421684 -1.724367 -0.3575 0.3607 0.2844 0.19
H -3.314082 2.038508 -1.492742 -2.0416 -0.4082 -0.1742 0.21
H -0.151733 4.690741 -1.069588 1.1585 0.8383 -0.0201 0.20
H -1.758162 0.226450 -1.891449 -0.2592 -0.7859 0.0721 0.21
H 1.498352 3.034402 -1.528707 0.0077 -1.3535 0.2186 0.20
H 0.443592 -0.510212 -2.776461 0.8870 1.3577 -0.2350 0.21
H 1.336909 -0.242232 -1.500553 1.5536 -1.3188 2.8738 0.25
H 1.864682 0.699542 -2.851867 0.0245 0.2972 -0.2630 0.21



(2)
89
Properties=species:S:1:pos:R:3:forces:R:3:lowdin_charge:R:1 method="wB97M-V/def2-TZVPD" homo_ev="-1.1 / -2.6" e_lumo_ev="4.272 / 4.270" orbital_gap_ev="5.4 / 6.8" charge=-2 spin_multiplicity=3 relative_energy_kj_mol=2.8 s2=2.015
W -0.012008 0.649093 0.238414 -0.6880 0.0163 0.3263 1.76
C -2.394837 -1.166453 3.426137 -0.1108 0.0802 -0.0146 -0.02
C -2.101429 -0.620739 2.045081 -0.2547 -0.1668 0.1285 -0.45
O -0.863439 -0.567722 1.742502 0.3897 -0.0125 -0.0624 -0.18
C -3.154225 -0.269373 1.237386 -0.0995 0.0050 -0.3050 -0.05
C -3.048808 0.108043 -0.133939 0.0081 -0.0461 0.0953 -0.31
C -4.302758 0.154727 -0.965137 -0.0230 -0.0145 0.1660 -0.05
N -1.904307 0.347577 -0.709487 -0.0662 -0.0561 -0.0306 -0.08
N -1.934580 0.437666 -2.108180 -0.1885 0.0678 0.1517 0.10
C -0.720268 0.312551 -2.529080 0.3302 -0.0503 -0.0282 -0.45
O 0.291732 0.108401 -1.751368 0.0981 -0.0910 -0.1396 -0.21
C -0.436946 0.370919 -3.986780 -0.0143 -0.0373 0.0767 -0.12
C 0.865624 0.182155 -4.433526 -0.0166 0.0298 -0.0371 -0.01
C 1.144459 0.248939 -5.791109 0.0270 -0.0321 0.0028 -0.09
C 0.132491 0.501521 -6.704349 0.0669 -0.0023 -0.0614 -0.12
C -1.166620 0.694357 -6.255615 -0.1291 0.0125 -0.0062 -0.11
C -1.450634 0.627167 -4.901760 -0.1372 0.0471 -0.0662 -0.04
H -1.472214 -1.526871 3.873227 0.0505 -0.0154 0.0164 0.07
H -3.123909 -1.978482 3.386535 -0.0072 0.0276 -0.0023 0.07
H -2.797406 -0.362742 4.047395 0.0360 -0.0180 0.0139 0.06
H -4.152964 -0.369067 1.640479 -0.0095 -0.0027 0.0203 0.09
H -5.180269 0.049847 -0.325161 0.0329 -0.0081 -0.0305 0.06
H -4.298784 -0.639332 -1.711567 0.0147 -0.0373 -0.0125 0.07
H -4.347693 1.095662 -1.509502 -0.0065 0.0546 -0.0329 0.08
H 1.648578 0.007208 -3.709062 0.0849 -0.0310 0.0577 0.11
H 2.164303 0.121351 -6.130680 0.0274 -0.0103 -0.0025 0.10
H 0.355950 0.562936 -7.763419 0.0093 0.0020 -0.0095 0.09
H -1.959820 0.907187 -6.963896 0.0018 -0.0067 0.0052 0.09
H -2.454947 0.784246 -4.528742 0.0232 0.0014 -0.0143 0.10
N 3.668913 1.259721 2.082117 0.2238 0.0718 -0.0016 0.19
C 2.568785 0.612453 1.645548 0.0523 -0.2672 0.2111 -0.53
O 1.454621 1.120417 1.836718 -0.0905 0.1786 -0.5236 -0.10
C 2.668201 -0.762242 1.058771 0.0507 0.0890 -0.1122 -0.18
C 1.354114 -1.097957 0.340719 0.0170 0.0561 -0.1125 -0.25
H 3.516066 2.257803 2.151408 0.0112 -0.0066 -0.0059 0.12
H 4.514179 1.024614 1.581882 -0.0210 0.0207 0.0141 0.10
H 2.914078 -1.455806 1.873191 -0.0287 0.0652 0.0551 0.11
H 3.509041 -0.765043 0.363930 0.0399 -0.0589 -0.0027 0.10
H 0.830007 -1.909389 0.850732 0.0344 0.0033 0.0151 0.04
H 1.592350 -1.423518 -0.671600 -0.0565 0.0304 0.0164 0.05
O -0.076226 4.762568 -1.655404 -0.1012 0.0456 0.1401 -0.33
S 0.835420 3.720158 -1.237084 -0.0492 -0.0799 -0.0465 0.51
O 1.818937 4.099639 -0.259496 -0.0759 -0.0301 0.0564 -0.30
O 0.050570 2.488729 -0.915475 0.4351 0.2267 0.0461 -0.44
C 1.732143 3.340249 -2.775099 -0.1382 -0.0423 0.0866 -0.19
C 1.215344 3.974416 -3.902835 -0.0515 0.0711 -0.1510 -0.06
C 1.818239 3.859651 -5.144940 -0.0698 0.0322 0.0694 -0.09
C 2.970284 3.103592 -5.277334 0.0981 -0.0702 0.0578 -0.11
C 3.476371 2.446553 -4.169141 0.0504 0.0131 -0.0917 -0.09
C 2.865280 2.544013 -2.921909 0.1609 -0.0964 -0.0404 -0.22
S 3.624951 1.522445 -1.651744 -0.0111 0.0589 0.0144 0.45
O 3.851996 0.244176 -2.317830 -0.0582 0.0075 -0.0005 -0.35
O 4.861408 2.188152 -1.265615 0.0208 0.0449 0.0060 -0.34
O 2.635543 1.471788 -0.588918 0.2127 -0.1652 -0.1578 -0.37
H 0.325350 4.572905 -3.770870 0.0230 -0.0111 -0.0321 0.10
H 1.383653 4.358535 -6.003657 -0.0080 -0.0004 0.0116 0.09
H 3.456503 3.000950 -6.241557 0.0056 -0.0028 0.0193 0.09
H 4.348073 1.810204 -4.255967 0.0023 0.0016 0.0036 0.11
C -1.216896 3.742025 5.618935 0.0025 0.0304 0.0017 -0.04
C -0.780481 2.447168 4.940679 0.0542 -0.0224 0.0247 -0.63
C -0.878361 1.284493 5.919777 -0.0238 -0.0208 0.0113 -0.04
C 0.644206 2.555099 4.408718 -0.0844 -0.0492 0.0821 -0.03
O -1.707236 2.109290 3.889661 -0.1159 0.0116 0.0228 -0.17
P -1.752497 2.893283 2.459574 0.0202 -0.0041 0.1579 0.32
O -1.427724 4.319110 2.660568 -0.0273 -0.0032 -0.0956 -0.26
O -0.983531 2.063308 1.481187 0.0212 -0.0270 -0.0743 -0.34
O -3.286416 2.643978 2.036042 0.0480 0.0822 0.0463 -0.15
C -4.470618 3.136901 2.667706 -0.0207 -0.0009 0.0344 -0.63
C -4.830254 2.223812 3.839052 0.0124 0.0171 0.0082 -0.03
C -4.337284 4.583307 3.130828 -0.0113 0.0074 -0.0020 -0.04
C -5.538601 3.036604 1.583671 0.0153 0.0031 0.0025 -0.03
H -0.552986 3.959187 6.459318 0.0112 0.0025 0.0290 0.08
H -2.237391 3.642953 6.000974 0.0022 0.0019 -0.0116 0.08
H -1.177900 4.561668 4.902802 -0.0230 -0.0197 0.0202 0.07
H -0.243761 1.471078 6.789247 0.0027 -0.0063 0.0035 0.08
H -0.555764 0.360782 5.438792 -0.0060 -0.0067 -0.0151 0.08
H -1.910023 1.160562 6.257945 -0.0051 -0.0043 0.0009 0.08
H 1.335219 2.713603 5.242063 -0.0154 0.0200 0.0058 0.09
H 0.730280 3.386409 3.711353 0.0252 0.0383 -0.0526 0.09
H 0.919502 1.642676 3.880966 -0.0388 0.0856 0.0800 0.07
H -4.060066 2.270063 4.607942 -0.0035 0.0040 -0.0047 0.07
H -4.901048 1.192226 3.490928 -0.0099 -0.0244 -0.0040 0.08
H -5.789661 2.522101 4.271688 0.0095 -0.0005 -0.0155 0.08
H -3.619755 4.676695 3.943020 0.0298 -0.0006 0.0161 0.07
H -5.314588 4.937107 3.472090 -0.0045 0.0047 -0.0029 0.08
H -3.985566 5.211013 2.313060 0.0015 0.0070 0.0031 0.09
H -5.609477 2.007335 1.230621 -0.0002 -0.0205 -0.0113 0.07
H -5.265537 3.669655 0.738957 -0.0031 0.0033 -0.0113 0.09
H -6.511928 3.350819 1.969128 0.0087 0.0002 0.0011 0.08



(3)
44
Properties=species:S:1:pos:R:3:forces:R:3:lowdin_charge:R:1 method="wB97M-V/def2-TZVPD" homo_ev=-22.7 e_lumo_ev=-16.762 orbital_gap_ev=6.0 charge=+4 spin_multiplicity=1
W -0.117198 -0.283950 0.067087 -0.4978 -0.2036 -0.0667 1.87
O -0.086441 -3.299398 5.379267 -0.1182 0.0921 -0.0429 0.27
C -0.188649 -2.665979 4.270088 0.0719 -0.0954 0.1158 -0.18
C -1.263244 -1.783402 3.921868 0.0670 0.0079 -0.0620 0.18
C -1.181317 -1.143394 2.727322 -0.0147 0.0090 0.1263 -0.13
N -0.120297 -1.253336 1.884920 -0.0718 -0.2962 0.0098 -0.03
C 0.777080 -2.257191 2.124346 0.0523 -0.0233 0.0620 -0.12
C 0.811850 -2.957061 3.282050 -0.0412 0.0740 -0.0313 0.19
C 1.602972 -2.550452 0.916168 -0.0828 0.1974 -0.1582 -0.32
O 2.546742 -3.189832 0.728850 -0.0156 -0.0901 -0.0366 0.33
O 0.951446 -1.760098 -0.171664 0.4399 -0.0347 0.0575 -0.23
C -2.285998 -0.351970 2.117142 0.0666 0.1024 -0.0784 -0.30
O -3.315417 0.010002 2.494850 -0.0451 -0.0271 -0.0285 0.34
O -1.810513 -0.048837 0.730522 0.0954 0.1876 0.1974 -0.23
H -0.784420 -3.136284 6.045910 0.0641 -0.0523 0.0071 0.20
H -2.134759 -1.662607 4.557479 -0.0001 0.0076 0.0004 0.18
H 1.533717 -3.748966 3.455448 0.0024 0.0020 0.0122 0.19
C -0.644843 3.835107 -0.215160 0.1151 -0.1259 0.0567 -0.12
P -0.088389 2.161619 -0.559235 -0.1604 -0.0610 -0.2622 1.03
C 1.552275 1.774350 -1.109400 0.1760 0.2009 -0.0913 -0.39
C 2.147096 2.136722 -2.305959 0.0502 -0.1069 0.0817 0.01
C 3.352821 1.519920 -2.656265 0.0533 -0.0589 0.0200 0.07
C 3.919722 0.517344 -1.858059 -0.0080 0.0588 -0.0615 0.05
C 3.322257 0.140364 -0.667254 -0.0260 0.0545 0.0803 0.01
C 2.126080 0.770485 -0.274428 0.1041 -0.0453 0.1310 -0.24
C -1.171140 1.231554 -1.680588 -0.1430 0.1980 -0.1471 -0.37
C -0.752084 -0.117951 -2.039598 -0.0703 -0.0607 0.0050 -0.28
C -1.701835 -1.023917 -2.605005 0.0036 -0.0290 0.0238 0.06
C -3.009328 -0.620054 -2.830809 0.0188 -0.0295 0.0035 0.06
C -3.378830 0.686452 -2.528577 0.0128 0.1205 0.0649 0.10
C -2.485892 1.591242 -1.901528 -0.0838 -0.1150 -0.0087 0.02
H -0.692258 4.352117 -1.179067 -0.0171 0.0908 0.0461 0.10
H 0.100173 4.304229 0.432269 -0.0165 0.0474 -0.0104 0.09
H -1.616193 3.829843 0.281214 -0.0138 -0.0021 -0.0123 0.09
H 1.704556 2.873352 -2.965914 -0.0002 0.0130 0.0127 0.15
H 3.854280 1.816634 -3.571012 -0.0038 -0.0019 -0.0024 0.16
H 4.851065 0.055777 -2.163902 0.0010 -0.0022 0.0041 0.15
H 3.806600 -0.583425 -0.023098 0.0090 -0.0095 -0.0158 0.14
H 1.924437 0.819612 0.817480 -0.0243 0.0172 0.0090 0.14
H 0.284984 -0.267203 -2.381215 0.0252 -0.0119 0.0304 0.15
H -1.368618 -2.013293 -2.902316 -0.0038 0.0003 -0.0073 0.16
H -3.723433 -1.300081 -3.280580 0.0066 -0.0043 -0.0066 0.16
H -4.386355 1.025668 -2.749279 -0.0046 -0.0163 0.0004 0.16
H -2.862682 2.566292 -1.614376 0.0277 0.0215 -0.0279 0.14



- What is the charge in the second record?
  -2